{"formula": "C37H31CaN6O2Se", "method": "wB97M-V/def2-TZVPD", "species": ["Ca", "C", "O", "C", "N", "C", "C", "C", "C", "C", "C", "C", "C", "C", "C", "C", "C", "N", "C", "N", "C", "C", "O", "C", "C", "C", "C", "C", "C", "H", "H", "H", "H", "H", "H", "H", "H", "H", "H", "H", "H", "H", "H", "H", "H", "H", "H", "H", "C", "C", "C", "C", "C", "C", "H", "H", "H", "H", "H", "H", "Se", "C", "N", "N", "C", "N", "C", "C", "C", "C", "C", "C", "H", "H", "H", "H", "H", "H"], "xyz": [[-0.244, -0.913, -0.997], [-3.910, -2.346, 3.339], [-2.455, -2.368, 3.594], [-1.769, -2.115, 2.430], [-2.394, -2.402, 1.347], [-4.297, -1.098, 2.523], [-4.545, -0.902, 1.244], [-4.356, -1.881, 0.111], [-5.453, -1.689, -0.944], [-6.110, -0.545, -1.049], [-5.945, 0.544, -0.135], [-5.083, 0.409, 0.872], [-0.539, -1.370, 2.623], [-0.028, -1.282, 3.895], [0.886, -0.365, 4.279], [1.324, 0.545, 3.355], [0.866, 0.315, 2.027], [-0.015, -0.581, 1.674], [1.426, 1.212, 0.961], [1.483, 0.850, -0.251], [2.297, 1.843, -0.979], [2.320, 3.002, 0.004], [2.038, 2.316, 1.252], [3.689, 1.272, -1.357], [4.402, 0.572, -0.378], [5.750, 0.278, -0.501], [6.483, 0.673, -1.665], [5.728, 1.275, -2.733], [4.398, 1.570, -2.566], [-4.288, -2.373, 4.371], [-4.193, -3.290, 2.835], [-4.595, -0.265, 3.153], [-4.366, -2.844, 0.543], [-5.618, -2.487, -1.593], [-6.875, -0.483, -1.769], [-6.469, 1.486, -0.307], [-4.845, 1.220, 1.526], [-0.532, -1.880, 4.632], [1.189, -0.352, 5.300], [1.926, 1.397, 3.515], [1.819, 2.120, -1.949], [1.445, 3.642, -0.092], [3.225, 3.591, 0.120], [3.820, 0.221, 0.488], [6.228, -0.138, 0.355], [7.547, 0.411, -1.785], [6.138, 1.512, -3.705], [3.887, 2.065, -3.340], [-0.465, 4.229, 1.744], [-0.781, 4.384, 3.061], [-1.567, 3.389, 3.646], [-2.005, 2.257, 2.898], [-1.697, 2.186, 1.543], [-0.966, 3.240, 0.944], [0.066, 5.094, 1.272], [-0.512, 5.213, 3.678], [-1.890, 3.404, 4.666], [-2.532, 1.433, 3.354], [-2.087, 1.320, 0.999], [-0.844, 3.210, -0.077], [-2.740, -1.098, -2.291], [-3.037, -1.725, -0.597], [-1.946, -1.998, 0.144], [3.596, -2.510, -2.624], [2.871, -2.016, -1.592], [1.708, -1.581, -1.966], [1.629, -1.888, -3.314], [0.548, -1.668, -4.172], [0.628, -2.187, -5.446], [1.795, -2.881, -5.803], [2.975, -2.954, -5.075], [2.817, -2.438, -3.800], [4.624, -2.669, -2.460], [3.301, -2.039, -0.608], [-0.405, -1.242, -3.893], [-0.130, -2.122, -6.237], [1.847, -3.240, -6.761], [3.812, -3.477, -5.506]], "forces_ev_per_a": [[-0.086, 0.754, 1.040], [0.458, -0.277, -0.432], [0.054, 0.247, -1.103], [-1.385, -0.978, -0.912], [1.674, -0.405, 2.253], [-0.609, -0.694, 2.423], [0.279, 0.434, -1.156], [-1.565, 1.255, -1.631], [0.773, 0.687, 1.761], [-0.616, -0.880, 0.233], [0.658, 0.924, 0.065], [-0.262, -0.001, 0.143], [0.797, 1.222, 0.225], [-1.580, -1.376, 0.703], [0.851, 0.824, 0.303], [-0.928, -0.789, -2.116], [1.359, 1.949, 1.439], [-0.555, -0.841, -1.343], [-0.135, -1.501, -0.176], [-0.826, -0.625, -1.529], [0.440, -0.567, -1.971], [-0.533, -0.061, 0.524], [0.870, 1.395, 1.815], [1.092, 0.257, -0.010], [-1.025, 0.097, -0.122], [0.756, 1.023, -1.549], [-1.662, -0.318, -0.256], [1.085, -0.953, 1.291], [-1.190, -0.336, 2.260], [-0.242, 0.340, -0.563], [0.125, 0.519, 0.213], [0.245, 0.088, 0.163], [-0.121, -1.298, 0.173], [-0.261, -1.155, -1.099], [-0.756, 0.211, -0.992], [0.251, -0.262, -0.009], [-0.136, 0.448, 0.409], [0.211, -0.289, 0.273], [0.261, 0.220, 0.599], [0.706, 0.577, 0.462], [0.083, -0.059, 0.802], [0.199, 0.251, -0.487], [0.066, -0.238, -0.098], [0.590, 0.291, -0.115], [0.538, -0.510, 0.272], [-0.670, 0.343, 0.139], [0.466, -0.035, 0.152], [-0.648, 0.599, -0.969], [0.823, 2.684, -1.673], [-1.265, -1.652, 1.444], [-0.410, -1.399, -0.859], [1.082, 1.200, -0.103], [-0.127, 0.457, 0.186], [-1.156, -1.874, 2.352], [-0.261, -0.943, 0.267], [0.422, 0.504, -0.054], [0.085, 0.380, 0.547], [-0.220, 0.066, 0.235], [0.203, 0.400, -0.195], [0.513, 0.168, -2.191], [-0.349, 0.371, -0.873], [2.284, -0.253, 1.505], [-1.550, 0.022, -1.292], [1.751, -0.038, 0.538], [0.963, -0.212, -0.735], [-0.043, -0.794, -0.091], [-0.568, 0.660, -1.133], [-0.641, -0.379, -0.557], [0.827, -0.506, -0.113], [0.630, 1.239, 0.669], [-1.560, -0.016, 0.040], [0.956, -0.358, 1.855], [-1.708, -0.041, -0.845], [-0.179, 0.284, 0.241], [0.076, 0.285, 0.429], [0.030, 0.150, 0.814], [-0.031, -1.019, -2.249], [0.325, 0.107, 0.341]], "e_tot_ha": -4986.40111, "lumo_energy_ev": -2.8, "e_above_lowest_ev": 4.159, "orbital_gap_ev": 7.18, "spin_multiplicity": 1, "e_homo_ev": -9.98, "fmax_ev_per_a": 3.268, "total_charge": 1}